(1)
{
  "formula": "C38H82N4O5",
  "method": "ωB97M-V/def2-TZVPD",
  "homo_lumo_gap_ev": 7.50,
  "species": ["C", "C", "O", "H", "H", "H", "H", "H", "H", "C", "C", "C", "C", "C", "C", "N", "O", "C", "C", "C", "H", "H", "H", "H", "H", "H", "H", "H", "H", "H", "H", "H", "H", "H", "H", "H", "H", "H", "H", "C", "C", "C", "C", "C", "C", "N", "O", "C", "C", "C", "H", "H", "H", "H", "H", "H", "H", "H", "H", "H", "H", "H", "H", "H", "H", "H", "H", "H", "H", "C", "C", "C", "C", "C", "C", "N", "O", "C", "C", "C", "H", "H", "H", "H", "H", "H", "H", "H", "H", "H", "H", "H", "H", "H", "H", "H", "H", "H", "H", "C", "C", "C", "C", "C", "C", "N", "O", "C", "C", "C", "H", "H", "H", "H", "H", "H", "H", "H", "H", "H", "H", "H", "H", "H", "H", "H", "H", "H", "H"],
  "coordinates": [[2.74385, 0.37289, 1.32849], [1.28788, 0.40392, 1.92148], [1.35632, 1.63264, 2.65169], [2.78898, 1.15987, 0.61332], [2.93365, -0.60367, 0.81743], [3.47910, 0.52887, 2.04141], [1.03095, -0.45110, 2.58353], [0.53767, 0.41749, 1.18107], [0.55590, 1.68490, 3.15027], [4.60199, -1.23423, -5.03484], [4.45785, -1.15374, -3.44569], [5.27489, 0.05822, -2.92882], [4.62019, 1.37982, -3.34947], [3.37766, 1.49696, -2.56163], [2.37451, 0.42691, -3.05669], [2.97410, -0.93327, -3.13873], [2.15483, -1.85875, -3.56918], [1.80692, 0.78668, -4.42600], [1.32884, 0.14228, -2.03712], [4.91942, -2.40152, -2.93574], [4.41782, -0.34980, -5.59273], [4.00526, -1.97515, -5.52575], [5.65842, -1.33547, -5.30512], [6.37171, 0.02005, -3.15858], [5.25101, 0.07712, -1.81892], [4.36714, 1.58356, -4.35029], [5.23050, 2.26497, -3.29774], [2.91251, 2.43049, -2.58403], [3.52903, 1.18175, -1.56210], [2.54616, -2.23986, -4.32861], [1.06370, 1.55980, -4.37101], [1.11727, 0.05173, -4.78862], [2.44498, 1.14769, -5.21259], [0.88985, 1.06629, -1.64983], [1.68522, -0.25583, -1.10406], [0.59378, -0.56155, -2.29576], [5.03970, -2.30569, -1.87668], [5.93449, -2.59744, -3.28460], [4.25593, -3.19454, -3.24941], [-4.06785, 2.04746, 3.31443], [-2.96152, 1.73002, 4.33481], [-3.60548, 1.56512, 5.70499], [-4.35972, 0.26540, 5.81774], [-3.36716, -0.89532, 5.54691], [-2.71310, -0.87345, 4.19561], [-2.26148, 0.51103, 3.76236], [-1.58361, 0.55663, 2.68032], [-3.60389, -1.46005, 3.10525], [-1.43575, -1.75536, 4.25933], [-2.01603, 2.95116, 4.39985], [-4.70141, 2.91276, 3.64287], [-4.77875, 1.27007, 3.13834], [-3.64406, 2.42070, 2.40966], [-4.29118, 2.43977, 5.82543], [-2.81031, 1.59693, 6.34599], [-5.11246, 0.26962, 5.08624], [-4.83567, 0.08563, 6.74941], [-4.12112, -1.70381, 5.53383], [-2.61791, -0.90513, 6.30187], [-1.87183, 1.27538, 2.21386], [-4.14961, -2.24987, 3.55355], [-3.18087, -1.78516, 2.13136], [-4.43413, -0.84262, 2.86927], [-0.90801, -1.99412, 3.36770], [-1.59033, -2.69363, 4.67839], [-0.57652, -1.31240, 4.82217], [-2.45413, 3.89023, 4.74479], [-1.62627, 3.23812, 3.39641], [-1.15167, 2.70697, 5.09133], [2.02108, -3.34529, -0.13702], [0.97576, -4.40890, -0.65710], [0.49883, -5.43756, 0.42030], [-0.34072, -4.81958, 1.42344], [-1.66944, -4.36630, 0.80130], [-1.21348, -3.16253, -0.10356], [-0.25405, -3.69971, -1.12277], [-0.14501, -3.01203, -2.16736], [-0.67647, -1.90274, 0.52855], [-2.47914, -2.60686, -0.81436], [1.58169, -5.18020, -1.83683], [1.97797, -2.44091, -0.71040], [2.98434, -3.74991, -0.09976], [1.96278, -3.02436, 0.81337], [1.41563, -5.88566, 0.92571], [0.04120, -6.20384, -0.13444], [0.13644, -4.05878, 2.04831], [-0.62558, -5.55910, 2.14396], [-2.31068, -4.08928, 1.54991], [-2.20328, -5.11172, 0.18092], [0.69295, -2.55564, -2.18440], [0.03938, -2.09441, 1.33181], [-1.42088, -1.24467, 0.92736], [-0.21657, -1.31403, -0.22313], [-2.31320, -1.72546, -1.42309], [-3.32140, -2.42486, -0.16884], [-2.76597, -3.41435, -1.49490], [2.21334, -6.01644, -1.51236], [2.05327, -4.48583, -2.44945], [0.82489, -5.57203, -2.53306], [-3.33088, 3.20617, -0.87737], [-2.04934, 2.56550, -1.37294], [-1.68425, 2.83591, -2.91490], [-1.01523, 4.18563, -3.06526], [0.32294, 4.13459, -2.32511], [0.15248, 4.02089, -0.81148], [-0.89600, 2.95436, -0.48444], [-1.02946, 2.71570, 0.72481], [-0.30174, 5.33663, -0.21326], [1.49179, 3.59375, -0.20719], [-2.17552, 1.03372, -1.26793], [-3.21997, 4.31651, -0.68569], [-3.69701, 2.67714, 0.06306], [-4.01912, 3.18853, -1.59311], [-2.59122, 2.83672, -3.44881], [-1.06706, 2.03056, -3.31122], [-1.80256, 4.93807, -2.65634], [-0.85719, 4.42148, -4.12219], [0.98525, 4.94640, -2.72510], [0.87026, 3.29889, -2.72635], [-0.10041, 2.69039, 1.07316], [-1.33047, 5.64375, -0.50989], [0.45060, 6.17565, -0.36618], [-0.44479, 5.26650, 0.86034], [1.49708, 3.78610, 0.87663], [2.38589, 3.96787, -0.75680], [1.51340, 2.60628, -0.54183], [-2.99009, 0.58530, -1.76223], [-2.44031, 0.70719, -0.23988], [-1.17886, 0.56147, -1.40706]],
  "lowdin_charge": [-0.040, -0.266, -0.081, 0.032, 0.077, 0.049, 0.111, 0.062, 0.045, -0.012, -0.472, -0.092, -0.183, -0.126, -0.443, -0.147, -0.002, -0.007, -0.043, -0.054, 0.054, 0.068, 0.089, 0.136, 0.125, 0.085, 0.112, 0.090, 0.094, 0.076, 0.059, 0.082, 0.076, 0.074, 0.062, 0.060, 0.088, 0.102, 0.089, -0.031, -0.461, -0.142, -0.156, -0.113, -0.442, -0.158, 0.021, -0.016, -0.024, -0.027, 0.104, 0.063, 0.050, 0.139, 0.085, 0.089, 0.103, 0.127, 0.114, 0.027, 0.068, 0.075, 0.060, 0.035, 0.060, 0.104, 0.084, 0.075, 0.107, 0.004, -0.407, -0.150, -0.212, -0.079, -0.430, -0.196, 0.011, -0.051, -0.031, -0.022, 0.057, 0.070, 0.025, 0.146, 0.104, 0.112, 0.104, 0.071, 0.136, 0.050, 0.060, 0.054, 0.055, 0.059, 0.074, 0.088, 0.095, 0.032, 0.099, -0.019, -0.422, -0.115, -0.178, -0.143, -0.473, -0.202, -0.024, -0.042, -0.023, -0.040, 0.099, 0.098, 0.025, 0.097, 0.103, 0.138, 0.108, 0.138, 0.078, 0.103, 0.077, 0.111, 0.069, 0.099, 0.110, 0.029, 0.072, 0.077, 0.071]
}

(2)
{
  "formula": "C38H82N4O5",
  "method": "ωB97M-V/def2-TZVPD",
  "homo_lumo_gap_ev": 8.54,
  "species": ["C", "C", "O", "H", "H", "H", "H", "H", "H", "C", "C", "C", "C", "C", "C", "N", "O", "C", "C", "C", "H", "H", "H", "H", "H", "H", "H", "H", "H", "H", "H", "H", "H", "H", "H", "H", "H", "H", "H", "C", "C", "C", "C", "C", "C", "N", "O", "C", "C", "C", "H", "H", "H", "H", "H", "H", "H", "H", "H", "H", "H", "H", "H", "H", "H", "H", "H", "H", "H", "C", "C", "C", "C", "C", "C", "N", "O", "C", "C", "C", "H", "H", "H", "H", "H", "H", "H", "H", "H", "H", "H", "H", "H", "H", "H", "H", "H", "H", "H", "C", "C", "C", "C", "C", "C", "N", "O", "C", "C", "C", "H", "H", "H", "H", "H", "H", "H", "H", "H", "H", "H", "H", "H", "H", "H", "H", "H", "H", "H"],
  "coordinates": [[-0.40797, 2.29570, 0.42369], [-0.57181, 0.81069, 0.77532], [-1.86824, 0.59973, 1.46362], [0.54645, 2.53333, -0.04612], [-0.44426, 2.93485, 1.30588], [-1.14553, 2.59145, -0.32239], [0.31096, 0.54189, 1.35544], [-0.63083, 0.26369, -0.16565], [-1.91885, 1.04648, 2.31182], [-3.57454, 4.73756, 5.04476], [-2.74091, 4.12298, 3.86709], [-1.56911, 5.08912, 3.58488], [-0.41648, 5.09516, 4.59287], [0.12112, 3.68303, 4.65941], [-0.93240, 2.53566, 4.92027], [-2.11969, 2.79208, 4.01916], [-2.95292, 1.67142, 3.72514], [-0.15281, 1.27835, 4.50051], [-1.35693, 2.40706, 6.38243], [-3.67356, 4.07641, 2.62570], [-4.02379, 5.68835, 4.75792], [-2.93074, 4.82655, 5.91980], [-4.37408, 4.10195, 5.42533], [-1.15609, 4.71707, 2.64728], [-1.79350, 6.12999, 3.35175], [-0.88530, 5.45403, 5.50912], [0.30715, 5.84373, 4.27019], [0.86755, 3.66479, 5.45352], [0.62064, 3.44342, 3.72070], [-0.04789, 1.38903, 3.42123], [0.84706, 1.16941, 4.92063], [-0.63853, 0.30381, 4.55010], [-1.97617, 1.51315, 6.45702], [-0.50283, 2.24448, 7.03983], [-1.88444, 3.26472, 6.79986], [-3.25286, 3.78987, 1.66185], [-4.11696, 5.05451, 2.43907], [-4.55188, 3.43713, 2.71503], [-3.53738, 1.54713, 4.47650], [0.41175, 3.98490, -4.70803], [1.03874, 2.84523, -5.52506], [2.17268, 3.36414, -6.46640], [3.50044, 3.51858, -5.77300], [3.82017, 2.21949, -5.06568], [2.83178, 1.67758, -4.03211], [1.50043, 1.69977, -4.69889], [0.50714, 1.23229, -3.82640], [3.30571, 0.24675, -3.65035], [2.84364, 2.46680, -2.71906], [-0.07164, 2.24657, -6.45429], [-0.24902, 3.69778, -3.89007], [-0.14273, 4.62311, -5.39603], [1.17402, 4.62482, -4.26356], [2.23176, 2.89907, -7.45044], [1.92729, 4.42292, -6.54932], [3.52229, 4.27027, -4.98397], [4.23821, 3.73328, -6.54611], [4.79182, 2.36137, -4.59253], [3.90219, 1.41320, -5.79456], [2.89176, -0.08351, -2.69763], [2.91791, -0.54927, -4.28599], [4.36959, 0.15655, -3.43095], [2.37273, 3.44093, -2.85097], [2.22769, 2.00049, -1.95012], [3.85229, 2.64402, -2.34582], [-1.07516, 2.16623, -6.03645], [0.20651, 1.24196, -6.77286], [-0.17090, 2.83061, -7.36925], [0.28121, 0.39513, -4.23835], [0.64378, -3.87649, 1.86830], [1.17258, -3.46972, 3.19984], [0.09972, -3.90834, 4.30525], [0.59891, -3.84197, 5.75010], [1.74753, -4.81044, 5.92146], [2.89070, -4.55835, 4.84197], [2.41208, -4.20129, 3.48978], [3.43041, -3.90997, 2.61890], [3.79464, -3.49477, 5.43724], [3.71879, -5.85407, 4.78457], [1.35600, -1.93854, 3.31662], [-0.38579, -3.67080, 1.57543], [0.66063, -4.94912, 1.67521], [1.24954, -3.48607, 1.05055], [-0.73700, -3.21082, 4.26672], [-0.29099, -4.90061, 4.07978], [-0.15404, -4.15254, 6.47448], [0.89692, -2.81811, 5.97593], [1.43850, -5.85564, 5.93452], [2.19209, -4.66784, 6.90641], [4.40633, -3.76148, 6.29910], [4.55288, -3.15198, 4.73320], [3.24443, -2.59677, 5.71823], [4.19546, -6.13321, 5.72424], [3.02943, -6.67416, 4.58374], [4.42036, -5.85799, 3.95039], [0.48431, -1.36001, 3.01070], [2.15776, -1.54065, 2.69457], [1.50208, -1.58991, 4.33898], [3.49191, -4.65057, 2.01117], [-2.24278, -1.75611, -6.67830], [-2.42842, -1.83845, -5.16029], [-3.55438, -2.87215, -4.96032], [-3.76324, -3.36166, -3.53614], [-2.39776, -3.81627, -3.00889], [-1.22505, -2.79617, -3.15716], [-1.18191, -2.33399, -4.56350], [-0.03809, -1.61824, -4.96262], [-1.27642, -1.72426, -2.00806], [0.05172, -3.66545, -2.91607], [-3.00455, -0.49335, -4.55993], [-1.93646, -0.77797, -7.04914], [-1.52142, -2.49923, -7.01819], [-3.06604, -2.02413, -7.34048], [-4.52391, -2.39856, -5.11465], [-3.41810, -3.66366, -5.69721], [-4.30987, -2.64835, -2.91930], [-4.43702, -4.21807, -3.56214], [-2.09530, -4.66774, -3.61850], [-2.51805, -4.05500, -1.95218], [-1.51884, -2.17901, -1.04757], [-2.06031, -1.01398, -2.27096], [-0.41389, -1.05789, -2.01787], [0.00034, -4.21152, -1.97412], [0.96801, -3.07550, -2.89463], [0.24573, -4.40238, -3.69542], [-3.40273, -0.57819, -3.54881], [-2.13061, 0.15349, -4.48287], [-3.70514, 0.04236, -5.20047], [0.08259, -2.03717, -5.81792]],
  "lowdin_charge": [-0.079, -0.254, -0.097, 0.058, 0.045, 0.076, 0.086, 0.082, 0.007, -0.028, -0.469, -0.154, -0.177, -0.130, -0.453, -0.082, -0.025, -0.044, -0.027, -0.035, 0.084, 0.050, 0.077, 0.101, 0.122, 0.103, 0.115, 0.118, 0.113, 0.058, 0.096, 0.082, 0.081, 0.085, 0.066, 0.081, 0.080, 0.078, 0.106, -0.039, -0.465, -0.133, -0.190, -0.159, -0.489, -0.106, -0.024, -0.034, -0.033, -0.040, 0.082, 0.083, 0.067, 0.123, 0.110, 0.113, 0.116, 0.117, 0.122, 0.068, 0.078, 0.085, 0.065, 0.066, 0.088, 0.071, 0.076, 0.076, 0.053, -0.057, -0.478, -0.110, -0.193, -0.133, -0.475, -0.127, -0.005, -0.056, -0.044, -0.024, 0.086, 0.086, 0.080, 0.113, 0.117, 0.111, 0.098, 0.110, 0.114, 0.082, 0.080, 0.073, 0.085, 0.075, 0.076, 0.064, 0.086, 0.062, 0.107, -0.039, -0.473, -0.160, -0.182, -0.132, -0.454, -0.107, -0.011, -0.012, -0.045, -0.013, 0.078, 0.083, 0.085, 0.118, 0.119, 0.109, 0.109, 0.118, 0.115, 0.087, 0.055, 0.070, 0.077, 0.070, 0.080, 0.063, 0.064, 0.086, 0.096]
}

Name the most stable of them. (2).

(1)
{
  "formula": "C5H9N",
  "method": "ωB97M-V/def2-TZVPD",
  "total_charge": -1,
  "homo_lumo_gap_ev": [4.40, 5.60],
  "multiplicity": 2,
  "species": ["C", "N", "C", "C", "C", "C", "H", "H", "H", "H", "H", "H", "H", "H", "H"],
  "coordinates": [[-0.84305, 1.47994, -1.45834], [0.11312, 1.34698, -0.37222], [0.03593, 0.14404, 0.42172], [-1.13702, -0.60304, 0.43761], [1.38457, -1.71280, 1.41908], [1.32101, -0.48052, 0.78910], [-0.89528, 2.50714, -1.85912], [-1.80367, 1.43162, -0.97287], [-0.74587, 0.76644, -2.28734], [1.07049, 1.42270, -0.72128], [-1.80657, -0.93012, -0.34294], [-1.54989, -0.80071, 1.43709], [2.24352, -2.38184, 1.45283], [0.49708, -1.96992, 1.97632], [2.11561, -0.21991, 0.08037]],
  "lowdin_charge": [-0.195, -0.106, -0.446, -0.141, -0.131, -0.243, 0.058, 0.045, 0.069, 0.073, -0.016, -0.011, -0.011, -0.002, 0.057]
}

(2)
{
  "formula": "C5H9N",
  "method": "ωB97M-V/def2-TZVPD",
  "total_charge": -1,
  "homo_lumo_gap_ev": [3.90, 5.13],
  "multiplicity": 2,
  "species": ["C", "C", "N", "C", "C", "C", "H", "H", "H", "H", "H", "H", "H", "H", "H"],
  "coordinates": [[-2.66470, 1.03406, 0.22606], [-1.38952, 0.49366, 0.18841], [-0.81939, -0.55984, -0.60722], [0.42404, -1.10255, -0.09212], [2.65537, 0.00233, 0.39710], [1.59300, -0.16287, -0.38873], [-3.14753, 1.21170, -0.76412], [-3.48978, 0.78599, 0.92036], [-0.60712, 0.98116, 0.81397], [-0.85086, -0.32889, -1.60033], [0.63042, -2.11537, -0.44035], [0.28496, -1.02400, 0.98960], [3.28458, 0.87974, 0.28723], [2.73865, -0.52671, 1.33655], [1.35788, 0.43161, -1.26641]],
  "lowdin_charge": [-0.252, -0.426, -0.141, -0.282, -0.052, -0.189, -0.063, -0.064, 0.044, 0.081, 0.093, 0.095, 0.031, 0.039, 0.087]
}

Name the most stable of them. (1).